Record 1
DFT (the ωB97M-V functional and the def2-TZVPD basis) results for 2 unconnected molecules or ions with the total composition C4H10O2.

XYZ file:
```
16
Properties=species:S:1:pos:R:3
H -0.99 -1.53 0.73
O 1.55 0.54 -1.47
C 0.46 0.03 -1.32
H -1.08 1.22 -0.65
C 0.22 0.93 1.02
H -2.31 -0.35 0.72
H -1.89 -1.21 -0.77
H 1.57 1.85 0.04
O 0.96 2.09 0.76
H 0.84 0.13 1.46
C -0.51 0.39 -0.22
C -1.47 -0.75 0.13
H -0.53 1.20 1.78
H 1.24 -2.12 -0.02
H 1.82 -1.67 -0.16
H 0.12 -0.75 -2.04
```

- frontier orbital gap (eV) = 10.845
- ΔE to the lowest compared entry with this formula, charge and spin (kcal per mole) = 41.5
- 2S+1 = 1
- HOMO (eV) = -9.9998

=====

Record 2
DFT (the ωB97M-V functional and the def2-TZVPD basis) results for 2 unconnected molecules or ions with the total composition C4H10O2 at a distorted geometry.

XYZ file:
```
16
Properties=species:S:1:pos:R:3
H -3.65 0.19 0.40
C 2.12 0.59 -0.46
H 2.17 -1.08 -1.91
H -1.73 -0.40 2.19
H 3.23 0.70 -0.59
H 2.14 -1.62 -0.27
O -0.37 0.52 1.19
H 1.52 1.34 -1.02
C 1.76 -0.83 -0.96
H -2.27 1.18 -0.39
C -1.67 0.23 1.36
H 0.12 -1.13 -2.05
O 0.32 -0.92 -1.14
H 2.03 0.51 0.68
H -0.45 0.44 0.15
C -2.65 0.53 0.46
```

- frontier orbital gap (eV) = 9.497
- ΔE to the lowest compared entry with this formula, charge and spin (kcal per mole) = 59.5
- 2S+1 = 1
- HOMO (eV) = -8.7225

=====

Record 3
DFT (the ωB97M-V functional and the def2-TZVPD basis) results for a single C4H10O2 molecule.

XYZ file:
```
16
Properties=species:S:1:pos:R:3
O -0.26 -0.80 0.69
H -0.75 -2.76 0.60
H -0.14 -2.10 -0.94
H -1.07 0.39 -0.78
H -1.79 -1.70 -0.38
C -0.26 0.43 -0.03
H 0.97 1.07 -1.73
C 1.11 0.62 -0.74
C -0.76 -1.89 -0.06
O 1.79 -0.60 -0.93
C -0.52 1.56 0.95
H 1.72 1.32 -0.15
H -0.48 2.53 0.44
H 1.69 -1.06 -0.09
H 0.25 1.55 1.73
H -1.50 1.45 1.43
```

- frontier orbital gap (eV) = 10.857
- ΔE to the lowest compared entry with this formula, charge and spin (kcal per mole) = 27.3
- 2S+1 = 1
- HOMO (eV) = -9.8039

=====

Record 4
DFT (the ωB97M-V functional and the def2-TZVPD basis) results for a single C4H10O2 molecule at a distorted geometry.

XYZ file:
```
16
Properties=species:S:1:pos:R:3
H -1.80 -0.42 -1.32
H 0.85 -0.59 -1.30
H -0.38 0.31 1.37
H -0.22 1.57 -1.13
H 2.28 1.13 -0.12
C -1.70 -0.60 -0.24
C -0.34 0.25 0.28
H 3.03 -0.48 0.05
H -1.66 -1.68 -0.08
O -0.41 1.56 -0.19
O -2.83 -0.12 0.45
H -2.74 0.84 0.51
H 2.18 0.25 1.42
H 0.75 -1.58 0.20
C 2.19 0.15 0.33
C 0.80 -0.58 -0.21
```

- frontier orbital gap (eV) = 10.275
- ΔE to the lowest compared entry with this formula, charge and spin (kcal per mole) = 28.9
- 2S+1 = 1
- HOMO (eV) = -9.3866

=====

Record 5
DFT (the ωB97M-V functional and the def2-TZVPD basis) results for a gas-phase ion, C4H10O2 (charge +1) at a distorted geometry.

XYZ file:
```
16
Properties=species:S:1:pos:R:3
H -1.21 -2.23 -0.48
C 0.04 1.37 -1.06
O -0.80 0.41 -1.58
C 0.86 -0.36 0.43
O -1.21 -1.37 -0.05
H 0.96 -0.82 -0.54
H -0.45 2.35 -1.30
H 0.08 -2.14 1.38
H 1.21 1.77 0.63
C 0.40 1.09 0.37
C -0.26 -1.19 1.02
H 1.75 -0.54 1.04
H -0.49 1.28 0.99
H -1.04 -0.36 -0.91
H 0.93 1.43 -1.74
H -0.78 -0.68 1.81
```

- frontier orbital gap (alpha / beta) (eV) = 13.194 / 7.304
- ΔE to the lowest compared entry with this formula, charge and spin (kcal per mole) = 43.8
- 2S+1 = 2
- HOMO (alpha / beta) (eV) = -16.1201 / -16.0872
- total charge = +1

=====

Record 6
DFT (the ωB97M-V functional and the def2-TZVPD basis) results for a single C4H10O2S molecule at a distorted geometry.

XYZ file:
```
17
Properties=species:S:1:pos:R:3
C -0.97 0.40 0.65
H 2.40 -0.16 -1.27
H 1.76 -0.88 1.95
C -2.25 -0.07 0.04
H 1.10 0.99 -1.90
H -3.19 0.45 0.58
H 2.16 1.38 -0.52
C 1.59 0.56 -1.00
H -0.87 0.22 1.73
H -0.73 1.42 0.43
H -2.10 0.17 -1.02
O -2.48 -1.49 0.19
H 1.57 -2.28 1.25
S 0.62 -0.66 -0.08
H -1.88 -2.04 -0.28
O 0.15 -1.70 -0.98
C 1.78 -1.30 0.99
```

- frontier orbital gap (eV) = 8.638
- ΔE to the lowest compared entry with this formula, charge and spin (kcal per mole) = 118.6
- 2S+1 = 1
- HOMO (eV) = -8.0497

=====

Record 7
DFT (the ωB97M-V functional and the def2-TZVPD basis) results for a single C4H10O2SSi molecule at a distorted geometry.

XYZ file:
```
18
Properties=species:S:1:pos:R:3
H 3.17 0.18 0.29
H 1.76 0.92 1.69
C -0.57 -0.54 -0.08
H -0.65 -0.72 -2.17
H -0.78 -2.45 -1.28
H 1.71 2.28 -1.73
O 0.81 -0.51 -0.14
H -2.36 -1.31 -1.42
H -2.17 -1.45 1.13
H -0.82 -0.53 2.08
O -1.45 1.71 1.08
H 1.81 3.05 -0.10
C -1.16 -1.35 -1.32
S -1.17 1.22 -0.22
C -1.04 -1.17 1.21
C 1.59 2.19 -0.64
Si 1.90 0.66 0.31
H -0.60 -2.18 1.32
```

- frontier orbital gap (alpha / beta) (eV) = 8.378 / 7.970
- ΔE to the lowest compared entry with this formula, charge and spin (kcal per mole) = 4.9
- 2S+1 = 1
- HOMO (alpha / beta) (eV) = -9.0245 / -8.6509

=====

Record 8
DFT (the ωB97M-V functional and the def2-TZVPD basis) results for a single C4H10O3 molecule at a distorted geometry.

XYZ file:
```
17
Properties=species:S:1:pos:R:3
H -0.96 -1.21 -0.10
H -0.24 1.46 -2.58
H -0.36 -0.62 2.41
O -0.51 0.66 -0.68
O 0.54 1.02 1.81
C -0.13 0.49 -2.02
H -1.96 1.46 1.40
H -0.63 -0.32 -2.49
H 1.00 -1.73 0.88
C -0.27 -0.45 0.12
C -0.38 0.08 1.56
O -1.71 0.61 1.78
H 1.06 -1.79 -0.86
H 1.84 -0.32 0.04
H 0.93 0.23 -2.21
H 0.66 1.55 0.91
C 1.13 -1.12 0.03
```

- frontier orbital gap (eV) = 10.965
- ΔE to the lowest compared entry with this formula, charge and spin (kcal per mole) = 49.6
- 2S+1 = 1
- HOMO (eV) = -10.1499

=====

Record 9
DFT (the ωB97M-V functional and the def2-TZVPD basis) results for a single C4H10O3 molecule.

XYZ file:
```
17
Properties=species:S:1:pos:R:3
H -0.14 -2.69 -1.07
H -0.73 2.70 0.64
H -1.37 -2.88 0.22
H 1.47 -0.52 -0.31
C 0.44 0.85 0.45
H 0.98 2.89 0.22
O -0.31 2.35 -1.31
O 1.46 0.44 -0.44
H 0.37 1.87 -1.80
C 0.08 2.28 0.04
H 0.30 -3.44 0.47
C -0.31 -2.66 0.02
C -0.64 -0.24 0.35
H 0.81 0.88 1.49
O 0.11 -1.44 0.59
H -1.43 -0.15 1.10
H -1.08 -0.22 -0.65
```

- frontier orbital gap (eV) = 11.114
- ΔE to the lowest compared entry with this formula, charge and spin (kcal per mole) = 36.5
- 2S+1 = 1
- HOMO (eV) = -10.2467

=====

Record 10
DFT (the ωB97M-V functional and the def2-TZVPD basis) results for 3 unconnected molecules or ions with the total composition C4H10O3 at a distorted geometry.

XYZ file:
```
17
Properties=species:S:1:pos:R:3
O 0.43 -2.76 -0.09
O -0.55 0.70 -1.33
H 1.07 0.21 2.70
H -0.45 -0.47 0.43
H -0.61 2.72 2.31
H 0.18 -1.44 -3.96
H -0.57 -0.22 -1.78
H 0.01 2.61 0.09
C -0.44 0.55 0.00
C -0.01 1.62 0.65
H 0.68 1.59 3.98
H 1.22 -2.78 -0.58
C -0.11 1.79 2.10
O -0.12 -1.42 -3.04
C 0.59 1.10 2.98
H 0.71 -2.51 0.74
H -0.49 -2.23 -2.68
```

- frontier orbital gap (eV) = 8.148
- ΔE to the lowest compared entry with this formula, charge and spin (kcal per mole) = 64.2
- 2S+1 = 1
- HOMO (eV) = -7.7992

=====

Record 11
DFT (the ωB97M-V functional and the def2-TZVPD basis) results for 2 unconnected molecules or ions with the total composition C4H10O3 at a distorted geometry.

XYZ file:
```
17
Properties=species:S:1:pos:R:3
C 1.16 -0.62 -2.05
O 0.60 3.65 -3.50
H 2.72 -0.39 0.09
H 0.74 1.93 -0.28
H 1.13 3.91 -4.30
H 3.05 1.34 -0.23
C 2.34 0.51 -0.42
H -0.65 0.51 -1.93
H 1.03 -0.60 -3.15
C 1.03 0.98 0.21
H 1.34 -1.67 -1.76
H -0.90 -1.14 -1.32
H 1.31 1.21 1.25
C -0.18 -0.30 -1.35
O 0.00 0.00 0.00
O 2.11 0.42 -1.81
H 1.20 3.07 -2.99
```

- frontier orbital gap (eV) = 10.168
- ΔE to the lowest compared entry with this formula, charge and spin (kcal per mole) = 46.8
- 2S+1 = 1
- HOMO (eV) = -9.3414

=====

Record 12
DFT (the ωB97M-V functional and the def2-TZVPD basis) results for 3 unconnected molecules or ions with the total composition C4H10O4 at a distorted geometry.

XYZ file:
```
18
Properties=species:S:1:pos:R:3
H 0.61 0.62 1.18
C -0.27 0.88 0.80
H -2.53 0.60 0.95
O 2.02 1.82 -0.81
O -0.83 -1.47 -2.10
O -1.46 -0.48 2.29
C -0.18 0.97 -0.80
H -0.48 -0.06 -0.97
H 1.06 -1.22 2.54
H 1.50 0.82 -2.31
H -1.02 1.57 -1.20
H 0.07 -1.74 -2.32
H -1.09 -2.20 -1.62
H 2.00 -2.05 1.67
C 1.17 1.26 -1.31
C -1.53 0.25 1.40
H -0.25 1.98 0.99
O 1.20 -1.54 1.64
```

- frontier orbital gap (eV) = 10.002
- ΔE to the lowest compared entry with this formula, charge and spin (kcal per mole) = 70.1
- 2S+1 = 1
- HOMO (eV) = -9.5028

=====

Record 13
DFT (the ωB97M-V functional and the def2-TZVPD basis) results for a gas-phase ion, C4H10O4PS (charge -1) at a distorted geometry.

XYZ file:
```
20
Properties=species:S:1:pos:R:3
S 0.97 0.51 1.16
P -0.85 -1.16 0.36
H -2.29 0.54 -0.93
C 2.15 -1.64 0.39
H -5.07 0.62 0.39
C 2.92 -1.00 -0.90
O -0.87 -0.95 -1.12
C -2.89 0.59 0.06
H 3.83 -0.69 -0.42
H -2.82 1.64 0.52
H -4.44 0.68 -1.34
O -2.26 -0.40 0.83
O -0.72 -2.36 1.20
H 2.45 -0.12 -1.39
H 1.34 -2.05 -0.09
O 2.00 -0.82 1.49
H 3.15 -1.87 -1.53
H 2.84 -2.37 0.80
H -4.53 -0.82 -0.60
C -4.25 0.28 -0.33
```

- frontier orbital gap (eV) = 7.954
- ΔE to the lowest compared entry with this formula, charge and spin (kcal per mole) = 0.0
- 2S+1 = 1
- HOMO (eV) = -4.4193
- total charge = -1

=====

Record 14
DFT (the ωB97M-V functional and the def2-TZVPD basis) results for 2 unconnected molecules or ions with the total composition C4H10OS at a distorted geometry.

XYZ file:
```
16
Properties=species:S:1:pos:R:3
H -0.24 -2.92 -0.49
H -2.59 1.26 0.82
H 0.76 1.58 0.26
H -2.94 0.70 -0.84
S -0.41 -0.81 0.19
H 3.07 0.34 -0.07
H 2.22 0.05 1.44
C 2.24 -0.07 0.40
H 2.57 -1.06 0.13
C -0.11 -1.98 -0.94
C 0.96 0.56 -0.13
O -0.29 -1.16 1.59
C -2.76 0.35 0.21
H -3.43 -0.36 0.60
H -0.42 -1.76 -1.92
H 0.74 0.77 -1.22
```

- frontier orbital gap (alpha / beta) (eV) = 7.397 / 7.861
- ΔE to the lowest compared entry with this formula, charge and spin (kcal per mole) = 132.3
- 2S+1 = 1
- HOMO (alpha / beta) (eV) = -7.9659 / -7.7894